Entry 1:
Here is C14H29Cl4NO11 as an isolated structure in a non-equilibrium geometry from OMol25. Energies are from ωB97M-V/def2-TZVPD.

Structure (XYZ):
```
59
Properties=species:S:1:pos:R:3:forces:R:3
Cl 9.965040 0.231090 -15.962160 0.07 0.13 0.40
C 8.943230 -0.642970 -17.109050 1.43 1.72 -1.80
C 9.675130 -1.096550 -18.321340 2.72 -0.39 2.36
Cl 11.161140 -2.211160 -17.964260 -1.34 0.85 -0.15
H 8.203610 0.056330 -17.498990 0.05 0.55 0.03
H 8.340900 -1.404870 -16.614270 3.66 1.92 -2.56
H 10.055480 -0.277540 -18.931790 0.20 -0.12 0.16
H 8.918520 -1.641900 -18.885480 2.89 -0.29 3.49
Cl 6.624870 -1.973690 -17.446150 -6.28 -5.23 -10.83
C 5.974710 -0.955170 -18.677810 0.06 1.12 -2.28
C 6.403380 -1.420990 -20.061980 -0.88 -0.23 -1.01
Cl 8.217020 -1.620110 -20.193370 -5.48 -0.50 -6.04
H 6.339340 0.059580 -18.518340 0.39 -0.36 0.23
H 4.905750 -0.795730 -18.536390 -0.11 -0.69 -0.25
H 6.116640 -0.748030 -20.870070 0.16 0.51 0.36
H 5.850370 -2.317820 -20.341240 0.67 -0.51 0.21
C 7.522290 -1.640990 -15.465290 2.48 -2.05 9.59
N 6.759830 -2.709530 -14.721480 3.23 1.35 -3.08
O 6.961600 -3.897450 -14.874810 -3.93 8.52 -3.62
O 5.943810 -2.289660 -13.951660 3.61 -14.21 11.66
H 7.082270 -1.372250 -16.425640 0.66 3.25 5.94
H 8.520350 -2.037360 -15.652040 -0.48 -1.38 1.88
H 7.639860 -0.820790 -14.757090 0.42 -0.10 -0.20
C 8.952720 -8.677930 -12.285840 0.58 0.75 0.95
O 9.076060 -7.563840 -13.209050 -0.32 -3.28 -2.23
C 8.896820 -6.346980 -12.855520 0.88 2.25 3.23
O 8.883000 -6.024580 -11.673410 -0.49 0.51 -1.64
O 8.924990 -5.518550 -13.939620 1.00 -2.82 0.61
C 8.553360 -4.212850 -13.767630 4.51 1.16 2.55
H 9.586570 -8.479070 -11.421680 0.01 0.12 0.00
H 9.314120 -9.604580 -12.731740 -0.11 0.47 -0.58
H 7.947170 -8.828540 -11.893030 -0.15 0.35 -0.42
H 8.858640 -3.668340 -14.661170 1.16 -0.38 0.46
H 9.052730 -3.781290 -12.900170 -0.14 0.11 0.33
H 7.469720 -4.111520 -13.827360 2.01 -1.78 4.65
C 3.630970 -4.279680 -11.975060 -0.88 1.07 2.48
O 3.927710 -4.875340 -13.186480 -0.83 0.29 -0.61
C 5.182710 -5.159670 -13.437030 1.18 -1.74 -0.05
O 6.128280 -5.058290 -12.690080 -0.74 0.17 0.21
O 5.229450 -5.771220 -14.626040 -1.20 0.25 0.14
C 6.492630 -5.885490 -15.216930 0.30 -3.17 -2.31
H 2.707380 -4.660110 -11.538740 0.07 -0.82 -0.34
H 3.363880 -3.223220 -12.000590 0.50 0.32 -0.93
H 4.401510 -4.353670 -11.207670 0.24 -0.35 -0.36
H 7.279280 -6.280270 -14.573950 -0.79 -0.12 -0.32
H 6.773420 -4.880560 -15.532170 -0.62 -4.48 -2.34
H 6.465980 -6.397270 -16.178950 -0.76 -1.03 0.40
C 6.451820 2.713260 -17.828040 0.26 -0.32 0.60
O 5.824580 1.562300 -17.228470 -0.20 -0.64 0.73
C 6.105740 1.082830 -15.971770 0.34 1.84 0.87
O 6.848400 1.575730 -15.164720 0.83 1.01 -0.50
O 5.412290 0.033830 -15.690590 -2.12 0.49 -1.89
C 5.385650 -0.600930 -14.374050 -3.35 10.14 -2.52
H 5.737050 2.977710 -18.607310 0.37 0.23 0.02
H 7.434120 2.448680 -18.219430 -0.07 -0.20 -0.30
H 6.651830 3.535730 -17.141280 -0.48 -0.13 0.23
H 5.619140 -1.645720 -14.578980 -5.18 6.45 -5.01
H 4.438590 -0.364050 -13.889210 -0.41 -0.28 -0.29
H 6.115800 -0.119860 -13.723240 0.41 -0.31 -0.33
```
Forces are in eV/Å.

The energy above the lowest of the compared OMol25 structures with the same formula, charge and spin is 25.6850 eV. The calculation puts the HOMO-LUMO gap at 6.64 eV.

***

Entry 2:
Here is a 6-piece molecular cluster, H12O6 overall in a non-equilibrium geometry from OMol25. Energies are from ωB97M-V/def2-TZVPD.

Structure (XYZ):
```
18
Properties=species:S:1:pos:R:3:forces:R:3
H -1.244234 0.364993 0.595104 0.08 0.33 0.18
H -0.086010 1.444747 0.363061 -1.07 -1.27 1.29
H 2.374698 -1.088711 2.824564 -0.39 0.09 0.20
H 3.815382 -1.139799 2.395433 -0.08 -0.10 -0.17
H 1.110989 -2.528823 -1.642603 -0.13 -0.71 -0.20
H 0.919150 -3.614712 -0.644788 -0.15 -0.30 0.72
H -1.450305 -0.397219 -0.886209 1.63 -1.62 -1.11
H 0.054857 -0.334148 -0.831001 0.45 -0.10 0.19
H -5.992222 0.002092 -0.244061 0.24 0.12 0.37
H -5.030697 0.296310 0.937147 0.53 -0.49 0.31
H 3.449047 3.363392 -1.053843 -1.21 0.85 -0.21
H 2.234367 4.073870 -1.708916 -1.85 0.35 -4.05
O -0.468307 0.760632 0.997959 1.11 1.58 -0.68
O 2.925992 -1.365138 2.094835 0.44 0.02 -0.07
O 1.100481 -3.502491 -1.569830 0.26 0.91 -0.55
O -0.626437 -0.939279 -1.128807 -2.13 1.19 0.20
O -5.756810 0.644873 0.440172 -0.78 0.35 -0.66
O 2.670066 3.959410 -0.938209 3.04 -1.22 4.25
```
Forces are in eV/Å.

The energy above the lowest of the compared OMol25 structures with the same formula, charge and spin is 2.4559 eV. The calculation puts the HOMO-LUMO gap at 10.85 eV.

***

Entry 3:
Here is a 2-piece molecular cluster, C4H8O2 overall in a non-equilibrium geometry from OMol25. Energies are from ωB97M-V/def2-TZVPD.

Structure (XYZ):
```
14
Properties=species:S:1:pos:R:3:forces:R:3
C -0.269617 -0.270550 1.908543 1.58 -1.00 0.10
C -1.019828 -0.061251 0.578062 -0.60 1.11 -0.92
C -1.523298 -1.027224 -0.271257 0.92 -1.23 1.81
H 0.048039 0.726879 2.387999 -0.86 -1.61 -0.61
H -0.753837 -1.024804 2.688346 0.69 1.89 -1.82
H 0.714323 -0.761600 1.611420 -0.89 0.41 0.62
H -0.999287 1.114652 0.257448 -1.27 -2.76 0.92
H -2.471945 -1.007625 -0.802045 0.66 1.14 -0.90
H -1.156969 -2.143131 -0.299008 -0.65 2.12 1.07
O 1.284967 2.129688 -1.852887 0.03 -0.38 -0.72
C 1.689945 0.999114 -1.936508 1.40 -0.23 0.21
O 1.397040 0.094193 -0.964897 -0.81 1.45 -1.03
H 2.426066 0.610705 -2.727374 -1.10 0.40 1.02
H 0.634404 0.620951 -0.577844 0.90 -1.29 0.27
```
Forces are in eV/Å.

The energy above the lowest of the compared OMol25 structures with the same formula, charge and spin is 3.1706 eV. The calculation puts the HOMO-LUMO gap at 9.85 eV.